One molecule with the formula C7H13NO. Source: OMol25; level of theory: ωB97M-V/def2-TZVPD.

Last columns: bonded neighbours and bond lengths (Å).
Positions of all 22 atoms, in Å:
1 C 0.9582 -0.2320 0.7931  C2 1.482, N8 1.245
2 C -0.4824 0.0730 0.9632  C1 1.482, C7 1.532, O9 1.475, H10 1.133
3 C -0.1098 -1.1118 -1.0596  C4 1.569, C5 1.489, O9 1.429
4 C 0.1891 -2.6424 -1.2363  C3 1.569, H11 1.145, H12 1.080, H13 1.096
5 C 0.0841 -0.2443 -2.2537  C3 1.489, H14 1.133, H15 1.094, H16 1.107
6 C -0.4948 2.2853 1.9700  C7 1.501, H17 1.072, H18 1.043, H19 1.069
7 C -0.7732 1.5520 0.6903  C2 1.532, C6 1.501, H20 1.120, H21 1.100
8 N 2.0218 0.0231 1.3880  C1 1.245, H22 0.986
9 O -1.1143 -0.6611 -0.1490  C2 1.475, C3 1.429
10 H -0.8638 -0.3338 1.9497  C2 1.133
11 H -0.2487 -2.8701 -2.2695  C4 1.145
12 H -0.4036 -3.1143 -0.4669  C4 1.080
13 H 1.2461 -2.9129 -1.1351  C4 1.096
14 H 1.1989 -0.2216 -2.4553  C5 1.133
15 H -0.2409 0.7833 -2.0635  C5 1.094
16 H -0.5184 -0.7314 -3.0440  C5 1.107
17 H -0.9070 1.8014 2.8329  C6 1.072
18 H -1.0071 3.1678 1.7526  C6 1.043
19 H 0.5573 2.3554 2.1473  C6 1.069
20 H -0.0797 1.7858 -0.1570  C7 1.120
21 H -1.8551 1.7330 0.6129  C7 1.100
22 H 2.8432 -0.4842 1.1902  N8 0.986

Lowest unoccupied orbital energy (spin up / spin down)   0.032 / 0.024 Ha
Total charge   0
ΔE to the lowest compared entry with this formula, charge and spin   474.24 kJ/mol
Spin multiplicity   1
Frontier orbital gap (spin up / spin down)   0.2968 / 0.2863 hartree

Mulliken analysis output, partial charges in e: number 1, C, carries 0.07; number 2, C, carries 0.09; number 3, C, carries 0.83; number 4, C, carries -1.19; number 5, C, carries -1.25; number 6, C, carries -1.44; number 7, C, carries -0.29; number 8, N, carries -0.63; number 9, O, carries -0.48; number 10, H, carries 0.45; number 11, H, carries 0.33; number 12, H, carries 0.33; number 13, H, carries 0.28; number 14, H, carries 0.25; number 15, H, carries 0.28; number 16, H, carries 0.44; number 17, H, carries 0.33; number 18, H, carries 0.43; number 19, H, carries 0.37; number 20, H, carries 0.21; number 21, H, carries 0.30; number 22, H, carries 0.30